ORCA calculation (ωB97M-V with the def2-TZVPD basis set) on C50H42F42N13O28S14 as an isolated structure in a non-equilibrium geometry.

Geometry (Å):
C: -1.57084 -2.08809 4.29181
N: -0.91679 -2.03836 2.98811
C: -1.13815 -0.94765 2.19706
C: -0.66806 -0.96935 0.92490
C: 0.10331 -1.99040 0.40749
C: 0.38860 -3.06775 1.27699
C: -0.19559 -3.11586 2.54200
C: 0.74923 -1.85265 -0.97209
C: 0.11847 -1.26904 -2.05937
C: 0.81705 -0.93067 -3.19499
N: 2.13133 -1.30640 -3.31237
C: 2.75360 -1.97628 -2.33339
C: 2.08868 -2.26697 -1.14712
C: 2.90770 -0.93404 -4.56143
H: -1.74376 -1.09240 4.70022
H: -0.84145 -2.56096 4.94944
H: -2.50828 -2.62697 4.15427
H: -1.78409 -0.14386 2.51810
H: -0.88786 -0.13007 0.28170
H: 1.08712 -3.86566 1.07252
H: 0.01845 -3.87602 3.27871
H: -0.93129 -1.05090 -1.92966
H: 0.41602 -0.40018 -4.04597
H: 3.80073 -2.21719 -2.44236
H: 2.50904 -2.74191 -0.27297
H: 2.83194 0.15071 -4.48600
H: 2.23147 -1.27446 -5.34560
H: 3.97869 -1.13601 -4.57836
C: -5.94245 10.25023 -7.05393
N: -5.25205 8.97036 -6.75251
C: -4.08838 8.69634 -7.39318
C: -3.38587 7.51567 -7.12255
C: -3.92721 6.58778 -6.23292
C: -5.21275 6.80780 -5.74750
C: -5.81684 8.02635 -6.01974
C: -3.20686 5.29001 -5.93351
C: -3.93549 4.07113 -5.88559
C: -3.17984 2.90848 -5.63994
N: -1.83092 2.84328 -5.48284
C: -1.14562 3.98024 -5.54158
C: -1.84205 5.22043 -5.69754
C: -1.15987 1.56964 -5.30859
H: -5.36717 11.06983 -6.62332
H: -6.95365 10.30262 -6.65041
H: -6.04109 10.33738 -8.13595
H: -3.69216 9.41384 -8.09646
H: -2.42893 7.39486 -7.60843
H: -5.77309 5.99535 -5.30892
H: -6.79251 8.23535 -5.60647
H: -5.00182 4.21440 -5.97938
H: -3.64877 1.93657 -5.68349
H: -0.07111 3.92073 -5.45049
H: -1.27054 6.13162 -5.60000
H: -0.25141 1.43771 -5.89628
H: -1.89720 0.77577 -5.42786
H: -0.91913 1.71532 -4.25554
C: -0.63018 1.25516 8.94118
N: 0.17147 -0.01978 8.88673
C: 0.97593 -0.28952 9.93982
C: 1.60057 -1.53791 9.94459
C: 1.45032 -2.49273 8.93947
C: 0.67683 -2.09934 7.82857
C: -0.01783 -0.84175 7.81830
C: 2.24739 -3.72030 8.93433
C: 2.76292 -4.28387 7.70162
C: 3.62793 -5.36995 7.75132
N: 3.73455 -6.11868 8.84730
C: 3.27557 -5.67609 10.04471
C: 2.65417 -4.41468 10.10250
C: 4.46220 -7.42040 8.79467
H: -1.49043 0.99274 9.55697
H: -0.82402 1.54016 7.90710
H: 0.00911 2.00949 9.39987
H: 1.16966 0.45703 10.69582
H: 2.17725 -1.77179 10.82728
H: 0.50900 -2.77522 7.00308
H: -0.76262 -0.49157 7.11896
H: 2.66122 -3.85031 6.71771
H: 4.03400 -5.81295 6.85396
H: 3.49932 -6.30049 10.89703
H: 2.41512 -3.97548 11.05977
H: 4.90428 -7.49896 7.80144
H: 3.71432 -8.20578 8.90394
H: 5.25294 -7.46613 9.54350
C: 6.36011 -3.00913 -4.48203
F: 5.10205 -3.30094 -4.47432
F: 7.05441 -4.11023 -4.70554
F: 6.52215 -2.07877 -5.41186
S: 6.82037 -2.23671 -2.69086
O: 6.31798 -3.12491 -1.67443
O: 8.25083 -1.96004 -2.69510
N: 5.88908 -0.72653 -2.62975
S: 6.88236 0.45279 -2.84042
O: 7.69977 0.59166 -1.66514
O: 7.57676 0.43218 -4.12741
C: 5.60382 1.94498 -2.86854
F: 6.36070 3.00918 -3.27358
F: 4.57246 1.71336 -3.71197
F: 5.11195 2.19117 -1.64276
C: -6.48130 -0.43450 2.04782
F: -7.81989 -0.55965 1.93529
F: -5.95609 -1.35850 1.28569
F: -6.09456 0.77933 1.60272
S: -5.82244 -0.66518 3.85587
O: -4.36330 -0.87346 3.60971
O: -6.20985 0.51368 4.61646
N: -6.75529 -2.06539 4.46138
S: -5.66210 -3.00808 4.86741
O: -4.96322 -3.61774 3.72945
O: -4.71067 -2.61042 5.95233
C: -6.69218 -4.55067 5.60501
F: -5.90488 -5.42941 6.15728
F: -7.43498 -4.12739 6.66417
F: -7.48549 -5.00496 4.69278
C: 2.92079 7.15588 -8.59257
F: 2.50083 8.05047 -9.48271
F: 3.00254 5.94528 -9.16658
F: 4.13984 7.45866 -8.10239
S: 1.59049 7.00955 -7.11634
O: 2.13782 7.73078 -5.95600
O: 0.30942 7.56164 -7.60762
N: 1.43636 5.32247 -6.90419
S: 2.68848 4.95019 -6.08445
O: 3.98787 5.55752 -6.44682
O: 2.46780 4.87069 -4.63584
C: 2.88224 3.09186 -6.72242
F: 1.96431 2.26344 -6.13840
F: 2.66252 3.13518 -8.06465
F: 4.07994 2.56939 -6.57952
C: 0.73676 -2.14147 -8.86769
F: 0.32403 -2.15238 -10.10439
F: 0.94512 -3.41900 -8.57573
F: 1.86271 -1.46915 -8.92104
S: -0.54913 -1.29995 -7.70194
O: 0.38157 -0.76572 -6.69084
O: -1.36896 -0.28503 -8.41252
N: -1.53590 -2.55383 -7.11904
S: -1.24865 -2.69959 -5.66100
O: 0.14258 -3.11999 -5.44949
O: -1.73861 -1.53279 -4.91463
C: -2.36331 -4.24147 -5.22009
F: -2.23596 -5.26433 -6.07003
F: -2.13001 -4.67853 -4.01849
F: -3.65815 -3.85629 -5.21004
C: 1.52665 2.27554 -2.21217
F: 2.37193 3.16152 -1.85388
F: 1.16011 2.40414 -3.48546
F: 2.10805 1.12754 -1.94112
S: -0.05959 2.61290 -1.08986
O: 0.30512 2.13121 0.25514
O: -0.31081 4.04632 -1.28483
N: -1.13124 1.44169 -1.74975
S: -2.43585 2.19844 -1.42978
O: -2.64678 2.66373 -0.07398
O: -2.75649 3.19712 -2.49666
C: -3.69096 0.66926 -1.59052
F: -3.12134 -0.39922 -1.03477
F: -4.79975 0.85981 -0.87724
F: -3.98401 0.47078 -2.88556
C: -1.17160 -5.55271 6.51786
F: -1.67773 -4.76160 5.55655
F: -0.75434 -4.78479 7.59887
F: -1.84739 -6.64527 6.81072
S: 0.40999 -6.35892 5.77708
O: 1.13598 -7.06561 6.83899
O: -0.12785 -7.20293 4.70196
N: 1.37159 -5.04534 5.21264
S: 2.27859 -5.72508 4.17290
O: 3.03074 -6.81407 4.73322
O: 1.63230 -5.94144 2.85809
C: 3.53124 -4.33483 3.83615
F: 2.95963 -3.16870 3.38283
F: 4.17547 -3.96670 5.00603
F: 4.43716 -4.83852 3.02344
C: -2.81576 1.99394 5.65120
F: -3.78605 2.56339 5.02433
F: -2.62157 2.63441 6.84801
F: -2.94663 0.64376 5.79586
S: -1.19663 2.30414 4.56450
O: -1.54709 2.23186 3.17579
O: -0.84952 3.65140 5.00958
N: -0.15712 1.05542 5.10824
S: 1.28489 1.57753 5.16215
O: 1.66816 2.70679 4.32068
O: 1.79598 1.72409 6.55123
C: 2.11452 -0.06131 4.44387
F: 1.84532 -1.14888 5.19886
F: 1.78503 -0.22632 3.14574
F: 3.43319 0.00576 4.54293

Forces on the atoms, in the same order (eV/Å):
0.32 -0.08 0.46
-0.01 0.57 -1.22
-0.29 -1.62 0.60
0.15 0.79 -1.69
0.91 -0.92 0.02
-0.34 0.19 0.43
0.16 1.97 -0.28
0.94 -0.57 0.46
-0.67 0.19 0.52
1.29 -0.96 -0.25
0.35 -0.36 0.13
-0.50 -0.21 1.17
-1.13 0.56 0.22
-2.01 1.42 0.99
-0.12 -0.03 -0.51
-0.37 -0.36 0.11
-0.04 -0.05 0.47
0.12 0.02 0.52
-0.02 0.27 0.11
-0.16 -0.18 -0.36
-0.13 -0.23 -0.13
0.02 0.34 -0.52
-0.21 -0.14 0.00
-0.16 -0.04 -0.26
0.78 -0.08 -0.38
0.11 0.16 -0.65
0.78 -0.17 -0.52
-0.56 -0.77 0.23
-0.05 0.14 -0.05
0.41 0.29 -1.24
0.73 -0.96 0.65
-0.54 1.43 0.02
0.56 -1.17 -0.06
0.09 0.48 -0.85
-0.78 -1.13 1.21
-0.15 -0.79 0.24
2.29 0.75 0.55
-1.37 -0.17 -0.55
-1.50 1.99 -1.92
-0.99 1.59 0.24
0.88 -0.60 0.02
-0.24 -0.09 1.38
0.03 -0.07 -0.21
0.21 -0.44 0.22
0.24 0.11 0.10
-0.16 0.20 0.11
0.18 -0.23 0.02
0.00 0.36 0.59
-0.05 0.16 -0.08
-0.07 -1.26 -0.14
-0.14 0.00 0.29
0.05 0.19 0.13
0.31 -0.03 -0.28
-0.40 0.24 -0.24
0.41 -0.06 -0.06
0.36 -1.10 0.23
0.89 -0.73 -0.20
-0.34 0.71 -0.27
0.37 -1.95 -1.59
-0.25 0.54 1.14
-0.40 1.79 -1.12
-1.04 1.08 0.22
1.53 -1.40 2.16
1.74 -2.44 -1.41
0.37 1.03 1.69
-1.59 -0.43 -0.50
0.67 -0.05 1.28
-0.13 1.58 -0.90
-0.40 -0.52 -0.32
-0.34 0.28 -0.55
-0.19 0.50 -0.30
-0.31 0.07 0.30
-0.23 -0.01 -0.01
-0.34 0.06 -0.09
0.28 0.05 -0.05
0.11 0.02 -0.11
0.28 -0.17 -0.47
-0.33 0.27 0.27
0.07 0.20 -0.18
-0.14 0.13 0.07
-0.13 -0.34 0.19
-0.06 -0.06 0.13
0.19 -0.03 0.11
-0.27 0.09 0.05
0.40 1.00 0.44
-1.65 -0.63 0.52
0.26 0.87 0.31
0.84 -0.23 0.20
2.47 -1.39 0.47
-0.51 0.97 -1.08
-2.22 -0.31 -0.44
-0.27 -2.81 -0.43
1.45 3.58 -1.45
-0.48 0.07 -0.06
-1.47 -0.06 1.53
0.56 0.81 0.06
-1.33 -1.55 0.40
1.42 0.20 0.75
0.68 -0.51 -1.24
-0.53 0.18 0.54
0.69 0.50 0.48
0.55 -0.40 -0.30
-0.40 -0.80 0.58
0.49 0.33 0.30
-3.05 0.37 0.41
0.21 -1.38 -1.01
-0.22 4.82 -1.74
4.71 -4.95 1.93
-0.45 -0.03 0.76
-2.00 -0.46 -1.30
0.39 3.93 1.41
1.11 -1.33 -0.72
-0.44 0.39 -0.45
-0.50 -1.10 -0.84
0.26 -1.05 1.26
0.34 -0.18 0.41
-0.17 0.82 -0.07
-1.50 0.48 -0.91
-0.95 1.28 0.66
-0.66 -1.39 -1.99
1.56 -1.36 0.11
-0.74 3.53 -1.11
4.60 -2.17 3.12
-2.37 -1.20 0.04
-0.29 -0.40 -1.75
-0.97 1.35 -0.99
0.58 0.50 -0.45
-0.27 -0.33 0.90
0.24 0.02 0.72
-0.76 -0.59 -0.71
-1.55 0.31 -1.58
0.24 0.14 1.13
0.74 0.45 1.28
-1.14 1.31 0.52
-0.98 -0.31 -1.22
1.82 -2.54 0.94
0.75 2.33 -5.17
1.49 -0.69 3.83
-1.33 -0.12 1.16
0.28 -1.54 0.42
-0.99 0.98 -0.87
0.29 0.62 -0.04
1.01 -0.21 1.19
0.39 0.16 -0.54
-2.95 0.57 1.72
1.39 2.17 -0.03
0.55 -0.49 -0.21
-0.07 -1.51 -0.48
2.65 -0.67 1.55
-0.26 0.80 -2.24
0.21 -2.53 -0.15
2.52 1.69 0.62
-5.25 1.60 -1.26
0.30 -0.64 -0.83
-0.08 -2.00 1.28
0.71 1.57 0.55
0.40 -0.50 -0.60
0.05 0.49 -0.73
0.01 -0.31 0.54
3.40 0.16 -1.28
-0.39 -0.98 1.66
-1.51 -1.10 -1.05
-0.78 1.57 0.52
0.52 -1.41 -0.63
-1.13 1.31 -0.45
0.69 1.69 1.69
-2.89 -0.78 1.82
0.27 -0.31 -4.22
0.73 0.07 -0.21
1.54 0.71 1.95
-0.58 0.68 1.37
0.80 -1.75 -0.03
-0.44 -0.45 -0.86
-0.19 0.67 -0.27
3.08 -0.35 -0.59
-0.88 -0.27 -0.04
-0.47 -1.29 -0.84
-0.57 1.44 0.54
-0.53 2.05 1.01
-0.05 -1.32 0.40
0.00 -1.79 0.18
-3.31 1.38 -0.87
4.10 1.48 1.21
-0.53 -2.11 0.36
-0.81 -1.22 -1.63
0.44 1.38 0.55
-1.31 -0.20 -0.42
-0.09 -0.33 1.08
0.64 0.70 -0.51

Results
Spin multiplicity ... 2
LUMO level (alpha / beta) ... -0.1152 / -0.1898 hartree
⟨S²⟩ ... 0.76
Molecular weight ... 2519.8 Da
DFT total energy ... -395037.2640 eV
Gap between HOMO and LUMO (alpha / beta) ... 5.16 / 3.14 eV